A 6-piece molecular cluster, C37H39F18N4O18 overall. Source: the Open Molecules 2025 dataset; level of theory: ωB97M-V/def2-TZVPD.

Computed properties:
Frontier orbital gap = 7.73 eV
E_tot = -4804.05804 Eh
Spin multiplicity = 1
Highest occupied orbital energy = -12.38 eV
Molecular weight = 1169.69 g/mol
Total charge = +1

Structure (XYZ):
```
116
Properties=species:S:1:pos:R:3:forces:R:3
C 3.223 3.317 0.849 0.4 0.1 -1.1
C 4.629 3.058 0.295 0.7 -1.0 1.5
O 5.346 2.257 0.861 -0.6 0.8 -0.9
N 5.079 3.782 -0.862 -0.4 0.1 0.1
C 4.302 3.459 -2.071 0.7 -0.2 0.0
C 4.111 4.655 -3.008 -0.5 -0.2 0.1
C 2.693 5.233 -2.972 0.1 -0.3 0.1
C 1.678 4.426 -3.840 0.3 0.5 1.0
C 1.120 3.334 -2.993 0.3 -0.3 -1.0
C 0.216 3.545 -2.006 -0.5 0.9 0.7
C -0.255 2.506 -1.214 -0.2 0.4 -0.3
N -1.172 2.776 -0.188 -0.2 -1.2 0.8
C -2.295 1.857 -0.183 -0.6 -0.8 -1.2
C -2.991 1.504 1.097 0.1 0.6 0.0
O -2.676 1.432 -1.256 0.6 0.6 0.8
C -0.502 2.955 1.119 0.5 0.4 1.3
C -0.344 4.383 1.577 -0.9 -0.1 -0.7
O -0.122 2.026 1.781 -0.3 0.2 -0.9
N 0.133 1.267 -1.420 -0.1 0.0 0.3
N 0.969 1.093 -2.401 0.6 -1.5 -0.7
C 1.369 -0.327 -2.605 -0.5 -0.1 0.3
C 2.504 -0.650 -1.647 0.4 0.2 -0.3
C 2.608 -2.134 -1.364 -0.1 0.7 -0.5
F 2.974 -2.736 -2.518 0.1 -0.3 -0.2
F 1.396 -2.633 -1.055 -0.1 -0.2 0.5
C 3.679 -2.454 -0.271 0.2 -0.6 -0.7
F 4.177 -1.323 0.234 0.0 0.3 0.4
F 4.710 -3.066 -0.884 0.1 -0.3 -0.1
C 3.210 -3.420 0.843 0.0 0.1 0.2
F 4.300 -3.781 1.533 0.2 0.3 0.4
F 2.727 -4.544 0.304 -0.1 -0.1 -0.5
C 2.109 -2.809 1.767 -0.3 -0.5 0.4
F 0.948 -3.391 1.469 -0.2 -0.3 -0.1
F 1.949 -1.487 1.545 0.2 0.3 -0.2
C 2.312 -2.995 3.296 -0.3 0.4 0.3
F 1.125 -2.693 3.849 -0.2 0.2 0.1
F 2.559 -4.259 3.624 0.6 -0.2 -0.3
C 3.360 -2.001 3.910 -0.9 0.4 0.3
F 3.919 -2.525 4.981 0.4 -0.1 -0.2
F 2.684 -0.903 4.297 0.2 -0.1 0.0
F 4.259 -1.593 3.023 0.4 -0.3 0.1
C 1.493 2.014 -3.183 -0.3 0.6 0.1
H 3.070 4.395 0.899 -0.1 0.0 0.3
H 3.072 2.811 1.790 0.1 0.0 0.2
H 2.502 2.925 0.124 -0.1 0.0 0.1
H 5.058 4.777 -0.669 -0.1 0.0 0.0
H 4.862 2.691 -2.607 0.0 -0.2 0.0
H 3.360 3.002 -1.760 -0.2 0.1 -0.2
H 4.312 4.334 -4.027 0.2 0.1 -0.1
H 4.855 5.403 -2.747 0.1 0.2 -0.1
H 2.662 6.280 -3.252 0.1 0.1 -0.2
H 2.345 5.179 -1.938 -0.1 0.3 0.1
H 2.143 4.023 -4.732 0.0 0.1 -0.2
H 0.871 5.107 -4.089 -0.2 0.0 -0.3
H -0.139 4.541 -1.791 -0.2 0.1 0.0
H -3.422 2.408 1.531 0.1 0.1 0.2
H -2.351 1.019 1.825 0.2 0.1 0.0
H -3.818 0.867 0.839 -0.1 -0.2 -0.1
H -0.405 4.449 2.656 0.5 -0.1 0.2
H -1.154 4.982 1.168 0.0 0.1 -0.1
H 0.583 4.781 1.167 0.2 0.1 0.2
H 0.476 -0.917 -2.428 -0.1 0.0 0.2
H 1.639 -0.473 -3.643 0.2 0.1 -0.2
H 3.436 -0.373 -2.138 0.2 0.1 0.2
H 2.445 -0.064 -0.734 -0.3 -0.1 0.2
H 2.189 1.733 -3.950 0.1 -0.4 -0.1
C -5.952 -1.639 -1.109 0.2 0.1 -0.5
C -7.436 -1.410 -0.965 0.0 -0.3 0.3
O -7.510 -0.576 0.186 0.1 0.2 -0.3
C -6.350 0.123 0.240 0.0 0.0 0.1
O -6.180 1.088 0.918 0.0 -0.1 0.1
O -5.420 -0.412 -0.575 -0.2 -0.1 0.1
F -8.106 -2.559 -0.722 0.0 0.1 0.0
H -5.608 -2.478 -0.503 -0.2 0.0 0.1
H -5.632 -1.797 -2.143 0.0 0.3 0.5
H -7.900 -0.896 -1.809 -0.1 -0.1 0.0
C 3.490 2.901 5.821 0.4 0.0 0.0
C 2.420 1.844 5.705 -0.1 0.0 0.5
O 1.227 2.611 5.708 0.2 0.2 -0.4
C 1.537 3.828 5.178 0.1 -0.1 0.2
O 0.745 4.614 4.785 -0.2 0.2 -0.1
O 2.882 4.008 5.144 -0.2 -0.2 0.0
F 2.417 1.012 6.773 -0.1 0.0 -0.1
H 3.688 3.168 6.860 -0.1 -0.1 0.0
H 4.424 2.617 5.343 -0.1 0.2 -0.2
H 2.465 1.256 4.791 0.0 -0.1 0.0
C -7.688 1.039 4.027 0.0 -0.2 -0.4
C -6.829 1.369 5.222 -0.3 0.3 0.1
O -7.666 1.025 6.308 0.2 -0.3 -0.2
C -8.496 0.028 5.873 -0.2 0.0 0.0
O -9.137 -0.668 6.580 -0.1 0.0 0.1
O -8.469 -0.056 4.518 0.2 0.2 0.2
F -6.539 2.694 5.285 0.0 -0.1 0.0
H -8.347 1.865 3.757 0.1 0.1 0.1
H -7.108 0.748 3.155 -0.1 -0.2 0.0
H -5.901 0.798 5.285 0.1 0.1 0.0
C 4.977 -6.340 -2.329 -0.5 0.0 0.1
C 6.374 -5.784 -2.298 0.4 -0.4 0.1
O 6.871 -6.109 -3.582 -0.4 0.3 0.0
C 5.792 -6.152 -4.422 0.0 -0.1 -0.1
O 5.855 -6.136 -5.601 0.0 0.0 -0.1
O 4.632 -6.198 -3.710 0.3 0.1 0.1
F 7.134 -6.397 -1.358 0.0 0.1 0.0
H 4.943 -7.395 -2.051 0.2 0.0 0.0
H 4.290 -5.785 -1.694 -0.1 0.1 -0.2
H 6.424 -4.703 -2.155 0.1 0.0 0.1
C -6.040 -5.377 -5.416 0.1 -0.1 -0.4
C -7.162 -5.028 -4.469 0.0 -0.4 0.2
O -6.466 -4.401 -3.398 -0.1 0.3 -0.3
C -5.347 -3.843 -3.925 0.2 0.0 0.0
O -4.681 -3.031 -3.367 0.2 -0.2 -0.3
O -5.099 -4.323 -5.160 -0.2 -0.1 0.1
F -7.793 -6.127 -4.006 0.0 0.1 0.1
H -5.585 -6.337 -5.172 -0.1 0.0 0.1
H -6.347 -5.382 -6.458 0.1 0.2 0.0
H -7.900 -4.334 -4.875 -0.1 -0.1 0.1
```
Forces are in eV/Å.

Atom charges from the Mulliken analysis, given in e for atoms 1 to 99: atom 1 (C): -0.112, atom 2 (C): -0.035, atom 3 (O): -0.505, atom 4 (N): -0.304, atom 5 (C): 0.769, atom 6 (C): -1.014, atom 7 (C): -0.442, atom 8 (C): -1.356, atom 9 (C): 0.281, atom 10 (C): 0.029, atom 11 (C): -0.521, atom 12 (N): 0.507, atom 13 (C): 0.948, atom 14 (C): -0.748, atom 15 (O): -0.603, atom 16 (C): 0.510, atom 17 (C): -1.260, atom 18 (O): -0.450, atom 19 (N): -0.592, atom 20 (N): 0.634, atom 21 (C): -1.569, atom 22 (C): -0.365, atom 23 (C): 0.846, atom 24 (F): -0.365, atom 25 (F): -0.354, atom 26 (C): 0.509, atom 27 (F): -0.196, atom 28 (F): -0.277, atom 29 (C): 0.664, atom 30 (F): -0.325, atom 31 (F): -0.312, atom 32 (C): 0.673, atom 33 (F): -0.314, atom 34 (F): -0.175, atom 35 (C): 0.418, atom 36 (F): -0.279, atom 37 (F): -0.291, atom 38 (C): 0.600, atom 39 (F): -0.253, atom 40 (F): -0.256, atom 41 (F): -0.187, atom 42 (C): 0.128, atom 43 (H): 0.420, atom 44 (H): 0.277, atom 45 (H): -0.350, atom 46 (H): 0.320, atom 47 (H): 0.239, atom 48 (H): -0.626, atom 49 (H): 0.367, atom 50 (H): 0.369, atom 51 (H): 0.429, atom 52 (H): 0.322, atom 53 (H): 0.490, atom 54 (H): 0.405, atom 55 (H): 0.702, atom 56 (H): 0.397, atom 57 (H): 0.298, atom 58 (H): -0.196, atom 59 (H): 0.450, atom 60 (H): 0.403, atom 61 (H): 0.147, atom 62 (H): 0.497, atom 63 (H): 0.355, atom 64 (H): 0.370, atom 65 (H): 0.403, atom 66 (H): 0.426, atom 67 (C): -0.228, atom 68 (C): 0.342, atom 69 (O): -0.326, atom 70 (C): 0.546, atom 71 (O): -0.504, atom 72 (O): -0.264, atom 73 (F): -0.297, atom 74 (H): 0.249, atom 75 (H): 0.162, atom 76 (H): 0.339, atom 77 (C): -0.479, atom 78 (C): 0.605, atom 79 (O): -0.315, atom 80 (C): 0.656, atom 81 (O): -0.540, atom 82 (O): -0.338, atom 83 (F): -0.310, atom 84 (H): 0.297, atom 85 (H): 0.328, atom 86 (H): 0.130, atom 87 (C): 0.044, atom 88 (C): 0.330, atom 89 (O): -0.320, atom 90 (C): 0.639, atom 91 (O): -0.488, atom 92 (O): -0.306, atom 93 (F): -0.283, atom 94 (H): 0.259, atom 95 (H): -0.165, atom 96 (H): 0.295, atom 97 (C): -0.061, atom 98 (C): 0.489, atom 99 (O): -0.338